This record from the Open Molecules 2025 dataset describes a structure of composition C11H19LaN2O8S. The level of theory is wB97M-V/def2-TZVPD.

```
42
Properties=species:S:1:pos:R:3:mulliken_charge:R:1
La 0.279 0.561 -0.225 1.55
O -1.065 2.001 2.714 -0.64
C -1.346 1.082 1.985 0.15
O -1.651 1.202 0.686 -0.66
C -1.299 -0.398 2.480 -0.31
C -1.892 -1.390 1.462 0.04
C -2.111 -2.772 2.065 -1.03
C -0.669 -3.342 2.122 -0.95
C 0.153 -2.167 1.642 -0.04
O -0.724 -1.625 0.581 -0.64
C 0.153 -1.037 2.716 -0.04
C 1.403 -0.137 2.650 0.03
O 2.273 -0.262 3.471 -0.67
O 1.441 0.695 1.606 -0.51
H -1.873 -0.398 3.406 0.61
H -2.711 -0.984 0.883 0.77
H -2.580 -2.692 3.046 0.34
H -2.749 -3.384 1.431 0.35
H -0.363 -3.662 3.118 0.40
H -0.554 -4.182 1.439 0.36
H 1.126 -2.402 1.227 0.66
H 0.212 -1.489 3.702 0.72
N 0.435 3.190 -0.744 -0.52
C -0.591 3.584 -1.738 -0.64
C -0.712 2.560 -2.852 -0.62
N -1.293 1.311 -2.331 -0.57
H 0.319 3.705 0.121 0.26
H 1.363 3.388 -1.097 0.23
H -0.377 4.555 -2.186 0.41
H -1.545 3.667 -1.215 0.34
H 0.278 2.335 -3.253 0.29
H -1.300 2.987 -3.667 0.43
H -1.272 0.583 -3.035 0.24
H -2.254 1.464 -2.053 0.23
C 3.377 -1.132 -3.019 -1.20
S 2.061 -0.538 -2.081 1.67
O 2.221 0.925 -1.908 -0.74
O 2.110 -1.205 -0.767 -0.65
O 0.807 -0.832 -2.759 -0.71
H 4.308 -0.752 -2.600 0.34
H 3.248 -0.791 -4.046 0.37
H 3.365 -2.220 -2.979 0.36
```

Computed properties:
Electronic energy = -1571.9729 hartree
HOMO energy = -9.21 eV
Relative energy (zero: lowest compared OMol25 entry of this formula, charge and spin) = 1.0149 eV
Kohn-Sham gap = 9.393 eV

This record from the Open Molecules 2025 dataset describes a cluster of 7 separate species, C14H42O14 in total. The level of theory is wB97M-V/def2-TZVPD.

```
70
Properties=species:S:1:pos:R:3:mulliken_charge:R:1
O 4.028 -8.070 2.579 -0.60
C 4.469 -6.981 1.877 -0.26
C 3.777 -5.693 2.399 0.46
O 4.179 -4.469 1.843 -0.49
H 4.635 -8.813 2.580 0.45
H 5.544 -7.046 2.047 0.23
H 4.311 -7.029 0.800 0.14
H 3.925 -5.631 3.477 0.17
H 2.728 -5.895 2.181 -0.38
H 3.351 -3.987 1.792 0.29
O 2.071 -11.414 2.491 -0.48
C 1.933 -10.807 3.751 -0.33
C 0.554 -11.252 4.422 -0.51
O 0.404 -12.548 4.927 -0.48
H 2.369 -12.309 2.665 0.30
H 2.755 -10.987 4.445 0.27
H 2.017 -9.726 3.641 0.25
H -0.242 -10.957 3.739 0.29
H 0.433 -10.425 5.121 0.37
H 0.808 -13.147 4.295 0.31
O 8.373 -6.763 1.657 -0.53
C 7.724 -5.511 1.597 -0.13
C 8.759 -4.367 1.305 -0.58
O 9.391 -4.422 0.050 -0.57
H 8.597 -6.940 0.740 0.33
H 6.977 -5.435 0.806 0.24
H 7.111 -5.233 2.455 0.33
H 9.546 -4.317 2.057 0.37
H 8.294 -3.392 1.451 0.20
H 10.238 -4.858 0.175 0.34
O 5.239 -10.695 -0.836 -0.57
C 4.916 -10.543 0.600 -0.26
C 6.170 -10.000 1.372 -0.39
O 5.818 -10.044 2.744 -0.53
H 4.564 -11.291 -1.169 0.33
H 4.078 -9.857 0.722 0.24
H 4.498 -11.454 1.028 0.27
H 6.418 -9.031 0.938 0.06
H 6.959 -10.734 1.208 0.59
H 6.670 -9.923 3.169 0.27
O 4.447 0.917 0.370 -0.51
C 3.156 0.906 0.943 -0.88
C 2.898 -0.209 1.953 0.64
O 3.136 0.306 3.319 -0.56
H 4.707 0.120 -0.098 0.31
H 3.026 1.834 1.501 0.42
H 2.503 0.957 0.072 0.32
H 3.567 -1.014 1.649 0.02
H 1.892 -0.628 1.968 -0.03
H 3.771 0.980 3.067 0.29
O 4.499 -1.627 4.831 -0.59
C 5.426 -2.437 4.152 0.26
C 6.837 -1.956 4.423 -0.36
O 7.373 -2.240 5.762 -0.56
H 3.885 -1.224 4.213 0.35
H 5.210 -3.456 4.471 0.08
H 5.059 -2.497 3.127 0.07
H 6.843 -0.880 4.245 0.30
H 7.495 -2.348 3.648 0.13
H 6.889 -1.789 6.458 0.32
O 1.894 -3.279 1.262 -0.48
C 0.773 -3.479 2.219 -0.50
C -0.039 -4.784 1.752 -0.33
O -0.565 -4.527 0.470 -0.53
H 1.703 -3.410 0.331 0.25
H 1.241 -3.484 3.203 0.37
H 0.214 -2.544 2.185 0.38
H -0.762 -4.892 2.561 0.39
H 0.617 -5.654 1.753 0.17
H -1.404 -4.984 0.384 0.30
```

Computed properties:
Electronic energy = -1611.7542 hartree
HOMO energy = -9.53 eV
Relative energy (zero: lowest compared OMol25 entry of this formula, charge and spin) = 3.0301 eV
Kohn-Sham gap = 9.874 eV